Below is a structure of composition C10H36AlN18O12, with properties calculated with ωB97M-V with the def2-TZVPD basis set.

As for the charge: +1. The value obtained for the strongest force on any atom is 3.57 eV Å⁻¹. The calculation puts the energy above the lowest of the compared OMol25 structures with the same formula, charge and spin at 0.134 eV. The calculation puts the HOMO-LUMO gap at 2.482 eV. As for the multiplicity: 1. The value obtained for the total energy is -68940.3276 eV.

Structure (XYZ):
```
77
Properties=species:S:1:pos:R:3:lowdin_charge:R:1
Al 1.16190 2.34768 2.76657 1.10
C -0.01272 0.30207 0.18526 -0.88
O 0.01426 -0.72054 -0.58816 -0.05
O 0.41275 1.41458 -0.23306 0.01
O -0.37565 0.20167 1.39443 -0.01
C 3.46067 2.20044 -2.29463 -0.64
O 4.40742 2.67479 -2.87995 0.08
N 2.41626 2.95579 -1.80057 0.19
N 3.27520 0.85021 -2.12425 0.21
H 1.87269 2.52265 -1.07454 0.06
H 2.47353 3.95572 -1.89954 0.13
H 3.98141 0.26417 -2.53294 0.13
H 2.49988 0.53998 -1.57250 0.05
C -1.90739 4.30662 0.87209 -0.63
O -0.76404 4.36013 1.33110 -0.07
N -2.54623 5.45548 0.49509 0.16
N -2.38566 3.16585 0.29771 0.16
H -3.22957 5.44596 -0.24209 0.10
H -2.08887 6.34176 0.61199 0.11
H -3.30072 3.18271 -0.11179 0.11
H -1.79333 2.36803 0.42743 0.07
C 3.53628 -0.64897 1.11767 -0.63
O 2.95597 0.28612 1.67629 -0.07
N 2.99370 -1.27874 0.03468 0.16
N 4.84757 -0.90167 1.33705 0.18
H 3.17273 -2.25510 -0.14894 0.10
H 2.02990 -1.04309 -0.15501 0.05
H 5.33132 -1.54746 0.73607 0.11
H 5.45035 -0.32719 1.89700 0.12
C -3.44346 -0.66559 3.17000 -0.66
O -4.31762 -0.88352 3.99250 0.06
N -3.73156 -0.54843 1.83109 0.18
N -2.12438 -0.51535 3.48958 0.17
H -3.00616 -0.22663 1.21902 0.06
H -4.72141 -0.52888 1.65604 0.12
H -1.46853 -0.34957 2.73771 0.02
H -1.83039 -0.57157 4.44791 0.11
C 0.01858 -3.94886 1.50660 -0.68
O 0.37024 -4.91765 2.14125 0.06
N -1.02258 -3.14281 1.89342 0.16
N 0.67484 -3.45328 0.40741 0.16
H -1.43623 -3.25660 2.80148 0.11
H -1.15517 -2.25104 1.44845 0.05
H 1.59770 -3.74647 0.14865 0.09
H 0.39001 -2.53639 0.08271 0.02
C 0.79118 -1.77572 -3.85498 -0.61
O 1.38565 -1.96208 -4.89372 0.12
N 0.45871 -0.49766 -3.47355 0.25
N 0.54965 -2.71888 -2.88939 0.21
H 0.22947 -0.29867 -2.50820 0.04
H 0.69283 0.25887 -4.09878 0.10
H 0.86847 -3.64108 -3.13408 0.13
H 0.47566 -2.36689 -1.95181 0.04
C -1.03925 2.82467 -3.75683 -0.65
O -1.73831 3.19182 -4.67802 0.09
N 0.30026 2.55680 -3.88989 0.17
N -1.49499 2.67132 -2.47917 0.16
H 0.75719 2.24626 -3.04913 0.04
H 0.81626 3.05891 -4.59311 0.13
H -2.45264 2.83666 -2.23604 0.09
H -1.00941 2.09379 -1.80950 0.05
C -3.37657 -1.56736 -2.20461 -0.64
O -4.43205 -1.65583 -2.77268 0.09
N -2.53324 -0.48030 -2.35523 0.22
N -2.81925 -2.52805 -1.39123 0.20
H -1.68858 -0.42222 -1.81355 0.03
H -2.80986 0.30633 -2.91545 0.11
H -3.34696 -3.38579 -1.35213 0.12
H -1.86673 -2.54000 -1.07504 0.06
C 1.21756 -0.85295 4.76994 -0.64
O 0.86327 0.31839 4.61882 -0.12
N 0.98332 -1.79656 3.80520 0.18
N 1.65910 -1.36929 5.94369 0.18
H 1.05747 -2.77000 4.04581 0.10
H 0.80129 -1.53527 2.85457 0.07
H 2.05722 -2.29267 5.93914 0.11
H 1.95982 -0.78361 6.70262 0.12
```